(1)
DFT (ωB97M-V with the def2-TZVPD basis set) results for a structure of composition C18H21BN5OPt at a distorted geometry.

Cartesian coordinates (Å):
Pt 0.248 -0.070 -0.105
C -2.993 -3.137 0.131
C -1.579 -2.651 0.096
C -0.913 -2.255 1.256
C 0.470 -1.974 1.262
C 1.214 -2.055 0.061
C 0.514 -2.328 -1.144
C -0.852 -2.644 -1.104
H -3.526 -2.886 -0.785
H -3.537 -2.752 0.991
H -2.989 -4.227 0.209
H -1.456 -2.237 2.193
H 0.976 -1.806 2.203
H 2.295 -2.046 0.089
H 1.063 -2.420 -2.071
H -1.350 -2.952 -2.016
B -2.051 2.729 0.218
N -2.149 1.652 -0.878
C -3.222 1.451 -1.633
C -2.939 0.486 -2.598
C -1.634 0.132 -2.357
N -1.154 0.853 -1.304
N -0.919 2.384 1.217
C -0.575 3.165 2.233
C 0.435 2.559 2.977
C 0.676 1.371 2.336
N -0.171 1.265 1.284
H -1.850 3.821 -0.248
H -3.114 2.822 0.771
H -4.124 2.014 -1.453
H -3.587 0.104 -3.367
H -0.997 -0.537 -2.909
H -1.070 4.113 2.374
H 0.908 2.928 3.870
H 1.379 0.593 2.575
O 2.226 0.801 -0.063
N 2.686 1.698 -0.990
C 3.983 2.037 -0.825
C 4.795 2.241 -1.915
C 4.245 2.229 -3.190
C 2.881 1.998 -3.328
C 2.113 1.781 -2.210
H 4.312 2.075 0.204
H 5.842 2.454 -1.755
H 4.844 2.503 -4.047
H 2.408 2.028 -4.299
H 1.039 1.647 -2.222

Results
spin multiplicity = 2
highest occupied orbital energy (alpha / beta) = -14.7 / -14.7 eV
charge = +2
ΔE to the lowest compared entry with this formula, charge and spin = 41.54 kcal per mole
HOMO-LUMO gap (alpha / beta) = 5.89 / 5.79 eV
⟨S²⟩ = 0.763

---

(2)
DFT (ωB97M-V with the def2-TZVPD basis set) results for a structure of composition C18H21BrIrN4OS2 at a distorted geometry.

Cartesian coordinates (Å):
Ir 0.360 -0.507 -0.109
C -4.576 -2.035 -0.920
S -4.342 -0.526 0.038
C -2.629 -0.343 0.047
S -1.581 -1.436 -0.813
N -2.205 0.723 0.681
N -0.872 0.951 0.582
C -0.579 2.071 1.113
C 0.679 2.788 1.051
C 0.630 4.154 1.310
C 1.735 4.963 1.126
C 2.915 4.396 0.677
C 2.948 3.046 0.481
N 1.858 2.248 0.674
H -5.652 -2.192 -0.925
H -4.094 -2.884 -0.441
H -4.236 -1.911 -1.943
H -1.412 2.604 1.552
H -0.315 4.578 1.630
H 1.672 6.028 1.323
H 3.807 4.984 0.504
H 3.850 2.528 0.191
Br 5.038 -2.868 0.303
C 3.862 -1.398 0.394
C 3.403 -0.967 1.651
C 2.570 0.131 1.751
C 2.171 0.813 0.576
C 2.594 0.343 -0.684
C 3.460 -0.772 -0.762
H 3.737 -1.480 2.544
H 2.270 0.518 2.720
H 2.419 0.944 -1.568
H 3.823 -1.097 -1.729
C 1.721 -4.540 1.664
N 1.652 -4.547 0.190
C 1.975 -5.782 -0.555
C 1.336 -3.434 -0.444
C 1.240 -3.422 -1.931
O 1.129 -2.385 0.246
H 1.822 -5.561 2.015
H 0.814 -4.105 2.080
H 2.581 -3.960 1.997
H 2.304 -6.535 0.150
H 2.780 -5.605 -1.267
H 1.100 -6.161 -1.080
H 0.578 -4.213 -2.285
H 2.227 -3.603 -2.369
H 0.862 -2.463 -2.276

Results
spin multiplicity = 2
highest occupied orbital energy (alpha / beta) = -14.1 / -14.0 eV
charge = +2
ΔE to the lowest compared entry with this formula, charge and spin = 8.81 kcal per mole
HOMO-LUMO gap (alpha / beta) = 6.56 / 6.03 eV
⟨S²⟩ = 0.760

---

(3)
DFT (ωB97M-V with the def2-TZVPD basis set) results for an isolated molecule of C18H21BrN2O4S.

Cartesian coordinates (Å):
C -0.533 1.894 6.424
C -0.081 0.635 5.703
H 0.815 0.215 6.181
H -0.877 -0.121 5.710
O 0.216 1.010 4.366
C 0.617 0.095 3.481
C 0.822 -1.264 3.732
C 1.235 -2.103 2.712
C 1.467 -1.588 1.449
C 1.289 -0.238 1.182
C 0.848 0.585 2.191
S 0.454 2.335 1.987
O 1.410 3.125 2.698
O -0.939 2.498 2.256
N 0.747 2.668 0.381
C 0.222 1.933 -0.687
C 0.916 1.827 -1.887
C 0.437 1.037 -2.916
C -0.756 0.321 -2.784
C -1.469 0.483 -1.587
C -0.993 1.266 -0.558
H -1.555 1.376 0.354
H -2.424 -0.002 -1.464
N -1.289 -0.464 -3.798
C -0.678 -0.497 -5.112
H -0.273 0.481 -5.367
C 0.396 -1.589 -5.199
O -0.157 -2.849 -4.886
C -0.732 -2.842 -3.598
C -1.829 -1.773 -3.481
H -2.242 -1.790 -2.475
H -2.627 -1.995 -4.198
H -1.144 -3.841 -3.446
H 0.046 -2.651 -2.841
H 0.790 -1.672 -6.214
H 1.220 -1.364 -4.505
H -1.473 -0.737 -5.828
H 1.025 0.974 -3.817
H 1.851 2.354 -2.012
H 1.655 3.077 0.232
H 1.482 0.146 0.194
Br 2.003 -2.731 0.036
H 1.378 -3.156 2.902
H 0.655 -1.675 4.714
H -0.781 1.665 7.456
H 0.260 2.636 6.395
H -1.403 2.307 5.922

Results
SMILES = CCOc1ccc(Br)cc1S(=O)(=O)Nc1ccc(N2CCOCC2)cc1
highest occupied orbital energy = -7.5 eV
ΔE to the lowest compared entry with this formula, charge and spin = 39.56 kcal per mole
HOMO-LUMO gap = 8.10 eV

---

(4)
DFT (ωB97M-V with the def2-TZVPD basis set) results for an isolated molecule of C18H21BrN4O3S2 at a distorted geometry.

Cartesian coordinates (Å):
C 0.010 5.295 1.572
C 1.087 4.477 2.186
C 1.403 3.197 1.777
C 0.812 2.416 0.744
N -0.167 2.844 0.047
N -0.660 2.040 -0.909
C -1.771 2.324 -1.644
O -2.413 3.342 -1.577
C -2.095 1.174 -2.607
N -1.644 -0.092 -2.058
C -2.515 -0.575 -0.997
C -1.809 -1.716 -0.271
N -1.488 -2.756 -1.218
S -1.005 -4.204 -0.545
O -0.756 -5.113 -1.621
O -1.959 -4.543 0.465
C 0.554 -3.789 0.244
C 1.725 -3.870 -0.487
C 2.914 -3.442 0.078
C 2.900 -2.931 1.368
C 1.729 -2.858 2.108
C 0.546 -3.292 1.534
H -0.384 -3.268 2.080
H 1.745 -2.466 3.113
Br 4.522 -2.317 2.140
H 3.840 -3.501 -0.473
H 1.693 -4.286 -1.481
C -0.696 -2.292 -2.332
C -1.429 -1.147 -3.031
H -0.809 -0.764 -3.844
H -2.376 -1.523 -3.449
H -0.557 -3.139 -3.003
H 0.287 -1.929 -1.991
H -2.454 -2.158 0.487
H -0.895 -1.326 0.209
H -2.713 0.239 -0.298
H -3.474 -0.937 -1.400
H -3.172 1.199 -2.828
H -1.556 1.371 -3.538
H -0.253 1.110 -1.056
H 1.245 1.419 0.576
S 2.714 2.531 2.710
C 2.825 3.970 3.634
C 1.913 4.902 3.249
H 1.829 5.870 3.711
H 3.562 4.040 4.410
H -0.948 4.788 1.666
H -0.046 6.273 2.044
H 0.189 5.413 0.505

Results
SMILES = Cc1ccsc1/C=N/NC(=O)CN1CCN(S(=O)(=O)c2ccc(Br)cc2)CC1
highest occupied orbital energy = -8.2 eV
ΔE to the lowest compared entry with this formula, charge and spin = 0.00 kcal per mole
HOMO-LUMO gap = 8.39 eV

---

(5)
DFT (ωB97M-V with the def2-TZVPD basis set) results for a structure of composition C18H21Cl3OPt at a distorted geometry.

Cartesian coordinates (Å):
C -0.610 0.859 -2.755
C -1.406 -0.302 -2.804
C -0.627 -1.426 -2.463
C -2.843 -0.355 -3.177
C 0.739 -0.986 -2.218
C 0.753 0.474 -2.404
C 1.975 1.198 -2.804
C -1.069 2.216 -3.070
C -1.109 -2.814 -2.403
C 1.939 -1.829 -2.413
Pt 0.496 0.002 -0.264
Cl -1.974 0.237 0.270
Cl 0.587 2.377 -0.032
Cl 0.750 -2.303 0.416
H -3.337 0.599 -2.966
H -3.362 -1.156 -2.635
H -2.952 -0.558 -4.251
H -2.036 -2.882 -1.811
H -0.361 -3.459 -1.928
H -1.331 -3.200 -3.410
H 1.841 -2.754 -1.841
H 2.822 -1.298 -2.060
H 2.069 -2.072 -3.476
H 2.841 0.712 -2.357
H 1.955 2.228 -2.440
H 2.087 1.191 -3.897
H -1.996 2.450 -2.524
H -1.283 2.321 -4.143
H -0.313 2.957 -2.791
O 1.951 3.292 -0.900
H 2.681 3.246 -0.248
C 0.404 0.080 1.668
C 0.236 0.138 2.894
C 0.136 0.116 4.304
C -0.978 0.681 4.973
C -1.042 0.655 6.366
C -0.016 0.058 7.106
C 1.081 -0.523 6.451
C 1.163 -0.494 5.064
H -1.774 1.126 4.368
H -1.903 1.104 6.865
H -0.069 0.041 8.193
H 1.878 -1.001 7.016
H 2.004 -0.944 4.530

Results
spin multiplicity = 5
highest occupied orbital energy (alpha / beta) = 1.2 / -1.4 eV
charge = -2
HOMO-LUMO gap (alpha / beta) = 3.72 / 6.29 eV
⟨S²⟩ = 6.038

---

(6)
DFT (ωB97M-V with the def2-TZVPD basis set) results for a structure of composition C18H21ClN2O8OsP2S2 at a distorted geometry.

Cartesian coordinates (Å):
Os -1.001 -1.028 -1.117
C 0.322 1.856 0.682
C -0.278 0.553 1.083
N 0.210 -0.565 0.474
N 0.637 -1.557 1.236
C 0.734 -2.734 0.697
S 0.162 -3.015 -0.931
S 1.384 -4.048 1.648
C 2.815 -4.522 0.576
C 3.873 -3.462 0.664
C 3.840 -2.353 -0.178
C 4.758 -1.326 -0.021
C 5.722 -1.398 0.974
C 5.772 -2.508 1.804
C 4.850 -3.530 1.653
C -1.305 0.421 2.003
C -1.612 1.438 2.949
C -2.652 1.301 3.809
C -3.468 0.139 3.745
C -3.251 -0.835 2.823
C -2.185 -0.736 1.870
O -2.098 -1.588 0.936
H 1.144 2.085 1.368
H 0.741 1.757 -0.318
H -0.415 2.655 0.708
H 3.152 -5.472 0.985
H 2.429 -4.660 -0.431
H 3.091 -2.293 -0.958
H 4.715 -0.464 -0.674
H 6.428 -0.589 1.106
H 6.526 -2.574 2.578
H 4.880 -4.389 2.313
H -0.961 2.301 3.002
H -2.858 2.064 4.545
H -4.289 0.035 4.443
H -3.878 -1.714 2.760
C -0.655 3.621 -2.199
C -1.854 2.792 -2.628
O -2.692 3.535 -3.501
P -1.326 1.299 -3.568
O -0.724 1.785 -4.946
O -2.678 0.623 -4.032
O -0.321 0.430 -2.892
P -2.896 2.030 -1.299
O -2.855 3.059 -0.057
O -4.264 1.896 -1.858
O -2.173 0.779 -0.859
H -0.403 4.296 -3.017
H 0.199 2.972 -2.008
H -0.875 4.214 -1.313
H -3.609 3.259 -3.327
H -1.361 2.281 -5.480
H -3.350 0.469 -3.343
H -3.751 3.392 0.098
Cl -2.347 -1.980 -2.572

Results
highest occupied orbital energy (alpha / beta) = -8.3 / -8.3 eV
ΔE to the lowest compared entry with this formula, charge and spin = 74.38 kcal per mole
HOMO-LUMO gap (alpha / beta) = 5.74 / 6.01 eV

---

Quick rundown of calculated total energy, same order as above: -1190.9972, -4466.9174, -4081.1415, -4513.6128, -2273.4252, -3440.0623 a.u.